Record 1
{"formula": "C29H48Cl2N3O4SiTeV", "method": "ωB97M-V/def2-TZVPD", "elements": ["C", "C", "H", "H", "H", "C", "C", "H", "H", "H", "H", "V", "Cl", "C", "O", "N", "C", "C", "H", "H", "H", "H", "H", "H", "H", "H", "H", "C", "C", "N", "H", "C", "O", "H", "H", "H", "H", "H", "H", "C", "C", "N", "H", "C", "O", "H", "H", "H", "H", "O", "C", "C", "C", "H", "C", "H", "C", "H", "C", "C", "H", "H", "H", "Si", "Cl", "C", "C", "C", "H", "H", "H", "H", "H", "H", "H", "H", "H", "Te", "C", "C", "C", "C", "C", "C", "H", "H", "H", "H", "H"], "coordinates": [[3.2289, -1.9723, -7.1903], [2.5662, -1.4238, -8.4189], [3.4004, -3.0545, -7.2906], [2.6230, -1.7917, -6.2878], [4.2096, -1.4918, -7.0401], [2.5400, -2.0719, -9.5938], [3.3221, -3.3116, -9.8695], [1.9369, -1.6904, -10.4142], [3.2734, -4.0552, -9.0585], [4.3906, -3.1028, -10.0455], [2.9265, -3.7731, -10.7804], [0.2002, -0.0851, -0.0759], [1.5758, -0.5290, -1.8862], [-0.1106, 2.3866, -1.7952], [-0.6641, 1.4563, -1.1427], [-0.7757, 3.1073, -2.7032], [-2.1910, 2.8544, -2.9694], [-0.1336, 4.1539, -3.4838], [0.9504, 2.6495, -1.6330], [-2.6070, 2.2244, -2.1809], [-2.3152, 2.3633, -3.9452], [-2.7121, 3.8184, -3.0122], [0.8636, 4.3489, -3.0786], [-0.7420, 5.0708, -3.4352], [-0.0426, 3.8600, -4.5440], [-3.7250, 2.0739, 2.9691], [-2.0217, 2.2354, 5.0001], [-3.4859, 1.0028, 3.0100], [-1.8127, 1.1685, 4.8242], [-2.1048, 0.8039, 3.4460], [-3.6383, 0.5490, 2.0305], [-1.1394, 0.4856, 2.5840], [-1.3228, 0.3501, 1.3432], [-0.7579, 0.9707, 5.0436], [-0.1341, 0.3343, 3.0207], [-4.1579, 0.5508, 3.7485], [-2.4474, 0.5904, 5.5117], [0.7189, -4.6528, -1.0992], [0.0189, -2.8591, -3.1298], [-0.3561, -4.6675, -0.8523], [-0.9400, -3.3296, -2.8653], [-1.0409, -3.5125, -1.4220], [-0.4618, -4.6530, 0.2395], [-1.3880, -2.4722, -0.6451], [-1.4136, -1.2669, -1.0125], [-1.7579, -2.6841, -3.2047], [-1.6425, -2.7508, 0.3871], [-0.7873, -5.5895, -1.2651], [-1.0062, -4.3157, -3.3383], [0.6322, -0.4444, -7.5577], [1.8439, -0.1009, -8.2132], [0.4758, 0.4914, -10.2745], [1.5914, 0.7176, -9.4667], [-0.2625, -0.2532, -9.9736], [0.3363, 1.2032, -11.4737], [2.4885, 0.4744, -7.5323], [2.5305, 1.6977, -9.8201], [-0.5456, 1.0323, -12.0933], [1.3290, 2.0925, -11.8899], [2.4249, 2.3500, -11.0532], [3.3629, 1.8976, -9.1371], [1.2513, 2.5922, -12.8606], [3.2055, 3.0470, -11.3650], [-0.4276, 0.2819, -6.5213], [0.7576, -1.9655, 1.2166], [-2.1010, -0.3611, -7.0351], [-0.3861, 2.1307, -6.7447], [-0.0111, -0.3049, -4.8081], [-2.2531, -0.2594, -8.1196], [-2.9002, 0.1896, -6.5208], [-2.1899, -1.4262, -6.7789], [0.0373, -1.4049, -4.7959], [-0.7775, 0.0111, -4.0840], [0.9549, 0.0680, -4.4417], [-0.5024, 2.3953, -7.8039], [0.5495, 2.5758, -6.3857], [-1.2232, 2.5739, -6.1876], [2.2381, 1.1795, 0.8875], [2.7951, 0.9405, 2.9181], [2.3800, -0.1177, 3.7432], [2.8871, -0.2048, 5.0499], [3.8734, 0.6810, 5.4998], [4.3008, 1.7250, 4.6637], [3.7420, 1.8862, 3.3882], [1.7048, -0.8808, 3.3476], [2.5181, -0.9858, 5.7177], [4.3112, 0.5635, 6.4890], [5.0730, 2.4117, 5.0104], [4.0384, 2.7141, 2.7396]], "mulliken_charge": [-1.362, 0.283, 0.363, 0.214, 0.283, 0.076, -1.395, 0.315, 0.363, 0.262, 0.363, 0.163, -0.546, 0.291, -0.248, 0.307, -0.897, -0.761, 0.091, 0.235, 0.142, 0.412, 0.298, 0.333, 0.163, 0.311, 0.296, -1.002, -0.866, 0.197, 0.254, 0.935, -0.491, 0.282, -0.479, 0.347, 0.294, 0.300, 0.259, -0.904, -0.903, 0.241, 0.310, -0.158, -0.542, 0.284, 0.546, 0.324, 0.328, -0.186, 0.048, -0.022, 0.320, 0.497, -0.786, 0.424, -0.456, 0.376, -0.398, -0.612, 0.378, 0.362, 0.377, -0.089, -0.613, -1.019, -1.002, -0.479, 0.264, 0.314, 0.304, -0.040, 0.213, 0.237, 0.337, 0.296, 0.458, 0.141, 0.151, -0.099, -0.604, -0.430, -0.388, -0.689, 0.206, 0.327, 0.340, 0.323, 0.312], "homo_ev": [-2.26, -2.78], "total_energy_ha": -4021.1846, "lumo_energy_ev": [2.214, 2.214], "total_charge": -1, "multiplicity": 4, "relative_energy_kj_mol": 0.00}

Record 2
{"formula": "C3H7N2", "method": "ωB97M-V/def2-TZVPD", "elements": ["C", "C", "C", "N", "N", "H", "H", "H", "H", "H", "H", "H"], "coordinates": [[-0.0621, -0.7717, -0.0698], [1.3580, -0.5654, -0.0647], [-0.9666, 0.2613, -0.0811], [-2.2307, 0.0758, 0.0177], [2.0121, 0.5290, -0.0150], [-0.3955, -1.7520, -0.1882], [2.0321, -1.3381, -0.2131], [-0.6091, 1.2341, -0.3277], [-2.4496, -0.9749, 0.1944], [-2.9884, 0.7350, 0.1760], [1.3120, 2.1635, 0.5681], [2.9879, 0.4034, 0.0034]], "nbo_charge": [-0.459, 0.182, 0.190, -0.686, -0.598, 0.237, 0.233, 0.204, 0.417, 0.443, 0.430, 0.407], "homo_ev": [-13.29, -13.29], "total_energy_ha": -227.5993, "lumo_energy_ev": [-6.897, -6.899], "total_charge": 1, "multiplicity": 1, "relative_energy_kj_mol": 407.11}

Record 3
{"formula": "C29H45NO6S2", "method": "ωB97M-V/def2-TZVPD", "elements": ["C", "C", "C", "C", "C", "C", "C", "C", "C", "C", "N", "C", "C", "C", "C", "O", "S", "O", "O", "O", "C", "S", "C", "C", "C", "C", "C", "C", "C", "C", "H", "H", "H", "H", "H", "H", "H", "H", "H", "H", "H", "H", "H", "H", "H", "H", "H", "H", "H", "H", "H", "H", "H", "H", "H", "H", "H", "H", "H", "H", "H", "H", "H", "C", "C", "O", "C", "H", "H", "H", "H", "H", "H", "C", "C", "O", "C", "H", "H", "H", "H", "H", "H"], "coordinates": [[-2.2152, -0.8474, 5.4643], [-0.8483, -0.3094, 5.9173], [0.2130, -0.2715, 4.8116], [-0.1461, 0.7428, 3.7049], [0.5626, 2.0988, 3.9199], [-0.0229, 0.2258, 2.2454], [-0.4518, 1.3584, 1.2995], [-1.2874, 0.9992, 0.0638], [-1.9943, 2.2383, -0.5090], [-3.4800, 2.3743, -0.1210], [-4.1505, 1.1087, 0.0607], [-4.6172, 0.6343, 1.2543], [-5.1263, -0.6186, 1.0581], [-4.9627, -0.9198, -0.3192], [-4.3649, 0.1623, -0.8997], [-1.0109, -0.8524, 2.1613], [-0.4352, -2.2986, 2.0107], [-0.8228, -3.0944, 3.1213], [-0.6584, -2.7695, 0.6873], [1.0870, -1.8917, 2.1765], [1.3157, -0.4991, 1.8309], [2.8436, 0.0408, 2.5991], [1.5864, -0.4670, 0.3168], [2.7437, -1.3686, -0.1406], [2.5598, -1.7148, -1.6047], [3.0398, -0.8476, -2.5847], [2.8442, -1.1379, -3.9087], [2.1629, -2.2980, -4.2673], [1.6792, -3.1581, -3.2883], [1.8736, -2.8752, -1.9619], [-2.5434, -1.6632, 6.1054], [-2.1783, -1.2329, 4.4467], [-2.9871, -0.0789, 5.5018], [-0.4546, -0.9476, 6.7095], [-0.9498, 0.6984, 6.3259], [1.1493, 0.0295, 5.2900], [0.3707, -1.2829, 4.4393], [-1.2185, 0.9258, 3.8012], [1.3969, 2.2526, 3.2440], [0.9081, 2.1845, 4.9489], [-0.1285, 2.9288, 3.7638], [0.4432, 1.9052, 0.9993], [-1.0521, 2.0562, 1.8852], [-2.0011, 0.2228, 0.3262], [-0.6557, 0.5860, -0.7197], [-1.4817, 3.1407, -0.1685], [-1.9079, 2.2458, -1.5949], [-3.9879, 2.9369, -0.9028], [-3.5948, 2.9633, 0.7877], [-4.5333, 1.2273, 2.1507], [-5.5655, -1.2494, 1.8120], [-5.2571, -1.8271, -0.8193], [-4.0627, 0.3181, -1.9224], [2.5010, -0.1706, 3.8710], [1.7889, 0.5527, -0.0078], [0.6781, -0.8233, -0.1639], [3.6929, -0.8490, -0.0113], [2.7587, -2.2847, 0.4462], [3.5667, 0.0458, -2.2728], [3.2215, -0.4700, -4.6713], [2.0135, -2.5320, -5.3121], [1.1388, -4.0536, -3.5642], [1.4980, -3.5239, -1.1809], [5.4227, -6.1082, -3.8897], [5.5246, -4.6142, -4.0915], [5.6497, -4.1310, -5.1914], [5.4617, -3.7627, -2.8469], [5.4795, -6.6126, -4.8511], [6.2333, -6.4563, -3.2475], [4.4767, -6.3540, -3.4041], [6.2894, -4.0274, -2.1859], [4.5143, -3.9130, -2.3276], [5.5426, -2.7146, -3.1258], [-3.2322, 7.1039, -3.0541], [-2.7372, 5.6868, -2.9017], [-3.1751, 4.9494, -2.0497], [-1.6680, 5.2343, -3.8663], [-3.9953, 7.3080, -2.3074], [-2.4048, 7.8044, -2.9305], [-3.6511, 7.2479, -4.0512], [-0.7856, 5.8692, -3.7713], [-2.0319, 5.3123, -4.8919], [-1.3964, 4.2024, -3.6565]], "mulliken_charge": [-0.910, -0.981, -1.434, 0.121, -1.809, 1.434, -1.972, 0.223, -1.068, -1.099, 0.312, -0.241, -0.709, -0.659, -0.338, -0.114, 1.167, -0.588, -0.597, -0.575, 1.595, -0.389, -1.286, -1.379, 0.641, -0.378, -0.744, -0.422, -0.841, -0.236, 0.339, 0.133, 0.286, 0.522, 0.288, 0.562, 0.352, 0.626, 0.364, 0.502, 0.343, 0.339, 0.644, 0.616, 0.072, 0.404, 0.308, 0.540, 0.279, 0.351, 0.461, 0.441, 0.388, 0.180, 0.546, 0.237, 0.557, 0.482, 0.442, 0.397, 0.410, 0.427, 0.398, -1.137, 0.786, -0.563, -0.737, 0.325, 0.331, 0.290, 0.478, 0.073, 0.188, -1.170, 0.797, -0.448, -1.032, 0.295, 0.340, 0.342, 0.338, 0.339, 0.205], "homo_ev": -8.06, "total_energy_ha": -2434.5768, "lumo_energy_ev": 0.378, "total_charge": 0, "multiplicity": 1}

Record 4
{"formula": "C2H8NO", "method": "ωB97M-V/def2-TZVPD", "elements": ["N", "H", "H", "H", "H", "C", "C", "O", "H", "H", "H", "H"], "coordinates": [[1.8399, -0.6238, 0.1169], [1.0138, -0.0064, 0.1490], [1.5683, -1.4904, 0.5914], [2.1865, -0.9789, -0.7750], [2.5575, -0.1328, 0.6548], [-0.8999, -0.1817, 1.0838], [-0.8865, 0.7267, 0.0664], [-0.7065, 0.2821, -1.2318], [-0.2393, 0.1474, 1.8876], [-1.7250, -0.8760, 1.2080], [-0.8043, 1.7973, 0.2625], [-1.4250, 0.4639, -1.8433]], "nbo_charge": [-0.881, 0.462, 0.451, 0.460, 0.448, -0.543, 0.151, -0.721, 0.201, 0.266, 0.194, 0.514], "homo_ev": -13.45, "total_energy_ha": -210.6503, "lumo_energy_ev": -4.001, "total_charge": 1, "multiplicity": 1, "relative_energy_kj_mol": 269.82}

Record 5
{"formula": "C4H8O", "method": "ωB97M-V/def2-TZVPD", "elements": ["O", "C", "C", "C", "C", "H", "H", "H", "H", "H", "H", "H", "H"], "coordinates": [[2.4417, 0.3222, 0.6247], [1.4505, 0.3327, -0.1982], [0.1540, -0.3985, 0.0395], [-1.1398, 0.3824, -0.1795], [-2.4135, -0.4800, -0.1336], [1.5884, 0.7097, -1.2297], [0.1357, -1.2819, -0.6330], [0.1969, -0.7610, 1.0708], [-1.1857, 1.1713, 0.5734], [-1.0780, 0.8914, -1.1399], [-3.1157, -0.1388, 0.6223], [-2.1674, -1.5111, 0.0538], [-2.9288, -0.4963, -1.0993]], "nbo_charge": [-0.790, 0.012, -0.489, -0.441, -0.620, 0.051, 0.143, 0.192, 0.186, 0.184, 0.188, 0.197, 0.186], "homo_ev": [0.70, -2.90], "total_energy_ha": -232.3890, "lumo_energy_ev": [4.200, 4.132], "total_charge": -1, "multiplicity": 2, "relative_energy_kj_mol": 13.16}

Record 6
{"formula": "C6H11N3", "method": "ωB97M-V/def2-TZVPD", "elements": ["C", "C", "C", "C", "C", "C", "H", "H", "H", "H", "H", "H", "H", "H", "H", "H", "H", "N", "N", "N"], "coordinates": [[1.6097, 2.9612, -0.2936], [0.2349, -0.1369, -0.3155], [0.4399, -0.7118, 1.0974], [-0.9994, -1.2067, 1.5246], [-1.0717, -0.8324, -0.7947], [0.1870, -1.0543, -1.5470], [2.6976, 3.2538, -0.1487], [0.7538, 3.5757, -0.0384], [-0.3546, 1.8615, -0.1627], [1.1161, -1.6211, 1.0830], [0.8011, 0.0191, 1.9359], [-1.5743, -0.3329, 1.8276], [-1.0060, -1.9819, 2.2452], [-2.3563, -1.9590, 0.1981], [-1.8780, -0.4310, -1.3671], [0.6735, -2.0407, -1.5832], [0.2931, -0.5394, -2.5585], [1.5190, 1.7609, -0.6684], [0.2833, 1.2549, -0.6585], [-1.3688, -1.8390, 0.2245]], "nbo_charge": [-0.194, 0.087, -0.429, -0.214, -0.097, -0.403, 0.195, 0.150, 0.333, 0.224, 0.222, 0.162, 0.200, 0.358, 0.209, 0.223, 0.228, -0.199, -0.438, -0.618], "homo_ev": -8.55, "total_energy_ha": -399.3678, "lumo_energy_ev": 0.980, "total_charge": 0, "multiplicity": 1, "relative_energy_kj_mol": 334.49}

Record 7
{"formula": "C2H7S3", "method": "ωB97M-V/def2-TZVPD", "elements": ["C", "S", "H", "H", "H", "C", "S", "S", "H", "H", "H", "H"], "coordinates": [[-1.1411, -1.9432, -0.1692], [-1.5576, -2.0861, 1.6220], [-1.2706, -2.9058, -0.6032], [-1.8681, -1.2387, -0.6389], [-0.1831, -1.3422, -0.1222], [1.0541, 2.6256, -1.5148], [0.6697, 0.9040, -1.4383], [1.0263, 0.7570, 0.7215], [0.6346, 2.9734, -2.4170], [2.1924, 2.7780, -1.6278], [0.7115, 3.1955, -0.6555], [-1.9101, -0.7525, 1.6856]], "nbo_charge": [-0.747, -0.129, 0.201, 0.213, 0.280, -0.757, -0.040, -0.763, 0.185, 0.186, 0.222, 0.149], "homo_ev": -2.55, "total_energy_ha": -1274.9774, "lumo_energy_ev": 3.421, "total_charge": -1, "multiplicity": 1, "relative_energy_kj_mol": 89.09}

Copy entry 2 word for word.
{"formula": "C3H7N2", "method": "ωB97M-V/def2-TZVPD", "elements": ["C", "C", "C", "N", "N", "H", "H", "H", "H", "H", "H", "H"], "coordinates": [[-0.0621, -0.7717, -0.0698], [1.3580, -0.5654, -0.0647], [-0.9666, 0.2613, -0.0811], [-2.2307, 0.0758, 0.0177], [2.0121, 0.5290, -0.0150], [-0.3955, -1.7520, -0.1882], [2.0321, -1.3381, -0.2131], [-0.6091, 1.2341, -0.3277], [-2.4496, -0.9749, 0.1944], [-2.9884, 0.7350, 0.1760], [1.3120, 2.1635, 0.5681], [2.9879, 0.4034, 0.0034]], "nbo_charge": [-0.459, 0.182, 0.190, -0.686, -0.598, 0.237, 0.233, 0.204, 0.417, 0.443, 0.430, 0.407], "homo_ev": [-13.29, -13.29], "total_energy_ha": -227.5993, "lumo_energy_ev": [-6.897, -6.899], "total_charge": 1, "multiplicity": 1, "relative_energy_kj_mol": 407.11}